Entry 1:
{
  "formula": "C38H48Cl2CrF5N2O4SSi3",
  "method": "ωB97M-V with the def2-TZVPD basis set",
  "spin_multiplicity": 5,
  "total_energy_ev": -152883.49001,
  "total_charge": -1,
  "species": ["Cr", "C", "Si", "C", "C", "C", "Si", "C", "C", "C", "Si", "C", "C", "C", "C", "C", "C", "C", "N", "H", "H", "H", "H", "H", "H", "H", "H", "H", "H", "H", "H", "H", "H", "H", "H", "H", "H", "H", "H", "H", "H", "H", "H", "H", "H", "H", "H", "F", "C", "C", "F", "C", "F", "C", "O", "C", "F", "C", "F", "C", "C", "S", "O", "C", "C", "H", "H", "H", "H", "H", "H", "H", "H", "H", "H", "Cl", "C", "C", "C", "C", "C", "Cl", "C", "N", "C", "C", "C", "C", "C", "C", "C", "C", "O", "O", "H", "H", "H", "H", "H", "H", "H", "H", "H", "H"],
  "coordinates": [[-0.1110, 0.6161, -0.8471], [1.4234, 1.6972, -4.2795], [1.8624, 0.0882, -3.3519], [0.6050, -1.1411, -4.0637], [3.5469, -0.4337, -4.0898], [1.9666, 0.2154, -1.4829], [2.8678, -1.1944, -0.6424], [2.4473, -1.5907, 1.1662], [2.7531, -2.8687, -1.5618], [4.7523, -0.8642, -0.6086], [2.6282, 1.8721, -0.9631], [3.1251, 2.1233, 0.8591], [4.1766, 2.5050, -1.8840], [1.2041, 3.0569, -1.3987], [1.2847, 4.4337, -1.5238], [0.1756, 5.1756, -1.8981], [-1.0011, 4.4832, -2.1609], [-1.0318, 3.1193, -1.9758], [0.0312, 2.4059, -1.5805], [1.6652, 1.6015, -5.3403], [1.9585, 2.5669, -3.8943], [0.3556, 1.9054, -4.1987], [0.7022, -1.2111, -5.1497], [-0.4059, -0.8056, -3.8338], [0.7285, -2.1471, -3.6607], [3.5164, -0.4373, -5.1821], [3.8262, -1.4354, -3.7589], [4.3381, 0.2513, -3.7779], [1.3787, -1.4875, 1.3464], [2.9611, -0.9157, 1.8546], [2.7425, -2.6118, 1.4210], [1.8668, -2.9121, -2.1928], [2.7137, -3.7044, -0.8613], [3.6201, -3.0176, -2.2079], [4.9862, 0.0203, -0.0116], [5.1434, -0.7020, -1.6154], [5.2860, -1.7132, -0.1739], [4.2107, 2.1481, 0.9647], [2.7373, 1.3215, 1.4875], [2.7274, 3.0680, 1.2354], [5.0174, 1.8350, -1.6974], [4.4654, 3.5008, -1.5361], [4.0292, 2.5561, -2.9640], [2.2312, 4.9240, -1.3297], [0.2238, 6.2529, -1.9863], [-1.8890, 4.9979, -2.5009], [-1.9438, 2.5665, -2.1557], [-7.2026, 1.3506, -0.9821], [-5.9239, 1.0972, -1.3195], [-4.9338, 1.0583, -0.3505], [-5.2572, 1.2632, 0.9315], [-3.6350, 0.7816, -0.7121], [-2.6812, 0.7280, 0.2298], [-3.2224, 0.4905, -2.0392], [-2.0161, 0.1568, -2.3357], [-4.2727, 0.5695, -2.9856], [-3.9933, 0.3068, -4.2760], [-5.5777, 0.8565, -2.6382], [-6.5343, 0.8835, -3.5783], [-0.1307, -4.3302, 0.0727], [-0.6655, -4.1180, -1.3322], [-1.3747, -2.4167, -1.5671], [-0.5461, -1.5840, -0.6393], [-2.9507, -2.7983, -0.6906], [-3.9533, -3.3214, -1.7100], [0.6149, -5.1256, 0.0893], [-0.9316, -4.5881, 0.7662], [0.3426, -3.4093, 0.4155], [-1.4420, -4.8303, -1.6136], [0.1381, -4.1767, -2.0659], [-3.2786, -1.8570, -0.2592], [-2.7772, -3.5062, 0.1191], [-3.9706, -2.6681, -2.5824], [-4.9579, -3.3654, -1.2891], [-3.6891, -4.3249, -2.0489], [2.2528, -1.5530, 5.9009], [1.0047, -2.0275, 4.7779], [1.1424, -3.2367, 4.1308], [0.1703, -3.6420, 3.2362], [-0.9160, -2.8193, 3.0023], [-1.0561, -1.6105, 3.6603], [-2.4811, -0.6976, 3.2985], [-0.0892, -1.1638, 4.5886], [-0.1627, -0.0272, 5.3658], [-0.9503, 1.1443, 5.1476], [-1.9558, 1.4362, 6.0618], [-2.7250, 2.5769, 5.9180], [-2.5002, 3.4198, 4.8376], [-1.4831, 3.1420, 3.9416], [-0.6718, 2.0189, 4.0963], [0.4680, 1.7897, 3.1493], [-0.0486, 1.4451, 1.7322], [-0.5119, 2.3769, 1.0478], [0.0693, 0.2542, 1.3436], [2.0124, -3.8484, 4.3236], [0.2670, -4.5875, 2.7215], [-1.6838, -3.1052, 2.2966], [0.6432, 0.1124, 5.9526], [-2.1264, 0.7553, 6.8860], [-3.4995, 2.8010, 6.6406], [-3.1048, 4.3090, 4.7098], [-1.2979, 3.7963, 3.0993], [1.1233, 0.9863, 3.4794], [1.0336, 2.7172, 3.0517]],
  "forces_ev_per_angstrom": [[-0.64, -2.41, 0.08], [0.04, -0.05, 0.33], [0.35, -0.11, -0.19], [0.12, 0.08, 0.33], [-0.19, 0.08, 0.11], [0.23, 0.34, 0.03], [0.35, -0.12, -0.01], [-0.17, 0.17, -0.27], [-0.15, 0.27, -0.07], [-0.25, 0.04, -0.06], [0.57, -0.47, -0.20], [-0.30, -0.19, -0.21], [-0.32, 0.06, -0.05], [-0.02, -0.37, 0.27], [0.03, 0.31, -0.08], [-0.08, -0.40, 0.02], [0.17, 0.38, -0.02], [-0.10, -0.28, -0.02], [0.07, 2.28, -0.84], [0.04, -0.13, -0.01], [0.00, 0.04, -0.07], [-0.03, 0.00, -0.01], [0.08, 0.09, -0.04], [-0.13, 0.01, 0.01], [-0.01, -0.05, -0.03], [-0.05, 0.00, -0.04], [0.03, -0.02, -0.01], [0.03, 0.01, 0.01], [-0.01, -0.01, 0.08], [-0.01, 0.04, 0.02], [0.14, -0.03, -0.10], [0.01, -0.07, 0.00], [0.00, 0.01, 0.08], [0.02, 0.01, -0.01], [0.04, 0.01, 0.04], [0.00, 0.00, -0.03], [-0.02, -0.04, 0.05], [0.03, -0.03, -0.05], [-0.03, 0.01, 0.06], [-0.03, 0.03, -0.01], [0.00, -0.05, 0.06], [0.00, 0.04, 0.03], [0.01, 0.01, -0.02], [0.02, -0.02, -0.01], [0.01, 0.02, -0.04], [-0.04, -0.03, 0.05], [0.03, -0.05, 0.06], [-0.06, 0.03, 0.00], [0.04, 0.00, -0.01], [-0.10, -0.04, -0.17], [0.01, 0.06, 0.10], [0.23, -0.11, -0.32], [-0.01, -0.02, 0.23], [-0.28, -0.10, 0.06], [0.11, 0.49, 0.41], [0.22, -0.11, 0.04], [-0.05, 0.01, -0.06], [0.02, -0.01, 0.16], [-0.05, 0.01, -0.10], [-0.12, 0.12, -0.16], [0.07, 0.41, -0.21], [-0.32, -1.14, 0.47], [0.27, 0.30, 0.19], [0.14, 0.20, -0.34], [0.08, -0.02, -0.01], [-0.04, -0.06, -0.03], [0.05, -0.02, 0.00], [0.02, -0.07, 0.06], [-0.03, 0.02, -0.07], [-0.02, -0.04, -0.02], [0.04, 0.18, 0.01], [0.12, 0.05, 0.01], [-0.10, 0.04, -0.03], [0.02, 0.02, 0.03], [-0.02, -0.01, -0.02], [0.13, -0.01, 0.06], [-0.08, 0.00, -0.11], [-0.02, -0.03, 0.00], [0.03, -0.06, 0.06], [0.04, 0.03, 0.07], [0.27, 0.02, 0.17], [-0.09, 0.07, 0.06], [-0.17, -0.06, -0.05], [-0.14, -0.06, 0.00], [0.02, 0.11, -0.08], [-0.01, 0.04, 0.03], [-0.03, -0.03, 0.01], [0.02, 0.03, 0.03], [0.01, 0.04, 0.03], [-0.01, -0.04, 0.16], [-0.23, -0.16, -0.43], [0.17, 0.31, 0.43], [-0.01, 0.03, 0.05], [-0.06, 0.11, 0.03], [0.02, 0.02, 0.03], [0.01, 0.03, 0.01], [0.00, 0.06, 0.01], [0.00, -0.02, 0.00], [0.00, -0.05, -0.04], [-0.02, 0.00, -0.02], [-0.02, -0.01, -0.04], [0.02, -0.01, -0.02], [0.02, 0.06, 0.09], [0.06, -0.05, 0.04]]
}

=====

Entry 2:
{
  "formula": "C38H49N7O4SSiSr",
  "method": "ωB97M-V with the def2-TZVPD basis set",
  "spin_multiplicity": 1,
  "total_energy_ev": -78377.80456,
  "relative_energy_kj_mol": 0.0,
  "total_charge": -2,
  "species": ["Sr", "O", "C", "N", "C", "C", "C", "C", "C", "C", "N", "C", "C", "C", "C", "C", "N", "H", "H", "H", "H", "H", "H", "H", "H", "H", "H", "O", "C", "C", "C", "C", "C", "C", "C", "N", "N", "C", "O", "C", "C", "C", "C", "C", "C", "H", "H", "H", "H", "H", "H", "H", "H", "H", "H", "C", "C", "C", "C", "N", "C", "S", "N", "C", "C", "C", "C", "H", "H", "H", "H", "H", "H", "H", "H", "H", "H", "H", "H", "H", "H", "H", "H", "H", "H", "H", "H", "C", "Si", "C", "C", "O", "H", "H", "H", "H", "H", "H", "H", "H", "H"],
  "coordinates": [[-1.5886, 0.2395, -1.3907], [-2.5949, 4.1141, -3.4923], [-2.3750, 2.9144, -3.1993], [-1.7260, 2.4033, -2.1810], [-1.2072, 3.3003, -1.1868], [0.1277, 2.8384, -0.6701], [0.9760, 3.6885, 0.0437], [2.1894, 3.2022, 0.4928], [2.5248, 1.8762, 0.2415], [1.6140, 1.0973, -0.4537], [0.4619, 1.5751, -0.9059], [-2.9641, 1.8209, -4.0650], [-4.2437, 1.9999, -4.5867], [-4.8258, 0.9713, -5.3010], [-4.0962, -0.1930, -5.5083], [-2.8139, -0.2610, -4.9883], [-2.2551, 0.7127, -4.2773], [-1.8777, 3.3078, -0.3107], [-1.1475, 4.3317, -1.5573], [0.6859, 4.7153, 0.2308], [2.8690, 3.8505, 1.0364], [3.4674, 1.4612, 0.5783], [1.8043, 0.0513, -0.6773], [-4.7467, 2.9405, -4.4088], [-5.8344, 1.0737, -5.6850], [-4.5201, -1.0300, -6.0483], [-2.1983, -1.1415, -5.1477], [-3.7936, -0.1273, -1.6416], [-4.5917, -0.9001, -1.0218], [-5.9504, -0.5218, -0.7814], [-6.8333, -1.3175, -0.0911], [-6.4379, -2.5640, 0.4065], [-5.1418, -2.9796, 0.1705], [-4.2151, -2.2037, -0.5338], [-2.9111, -2.7724, -0.7941], [-1.9561, -2.1715, -1.4021], [-0.8368, -2.9296, -1.6590], [0.1570, -2.2122, -2.1504], [0.1821, -0.9668, -2.3834], [1.3971, -3.0139, -2.4439], [2.3807, -2.4583, -3.2578], [3.5492, -3.1540, -3.5377], [3.7569, -4.4122, -2.9882], [2.7836, -4.9709, -2.1659], [1.6104, -4.2819, -1.9013], [-6.2594, 0.4512, -1.1474], [-7.8484, -0.9706, 0.0806], [-7.1259, -3.1931, 0.9592], [-4.8170, -3.9462, 0.5472], [-2.7610, -3.8160, -0.4913], [2.1999, -1.4679, -3.6579], [4.3021, -2.7201, -4.1866], [4.6681, -4.9612, -3.2010], [2.9460, -5.9485, -1.7253], [0.8386, -4.6915, -1.2686], [6.1744, 1.0425, -0.5324], [6.5436, 0.1973, 0.6852], [5.3157, -0.2160, 1.5127], [4.7401, -1.6013, 1.1390], [3.3861, -1.5702, 0.5972], [2.2948, -1.7121, 1.4492], [1.1144, -2.8245, 1.1656], [2.2824, -0.8863, 2.5213], [1.0782, -0.6507, 3.3288], [0.8459, 0.8238, 3.6430], [1.6495, 1.3739, 4.8229], [3.1443, 1.5507, 4.5392], [7.0622, 1.2853, -1.1200], [5.7086, 1.9790, -0.2209], [5.4695, 0.5139, -1.1765], [7.2330, 0.7640, 1.3170], [7.0773, -0.6971, 0.3516], [4.5376, 0.5362, 1.3650], [5.5794, -0.2072, 2.5731], [4.7737, -2.2539, 2.0200], [5.3749, -2.0560, 0.3778], [3.2553, -2.1697, -0.2063], [2.9632, -0.1445, 2.5233], [1.1537, -1.2166, 4.2651], [0.2271, -1.0380, 2.7701], [-0.2178, 0.9421, 3.8507], [1.0434, 1.4111, 2.7467], [1.5270, 0.7088, 5.6841], [1.2306, 2.3430, 5.1085], [3.6457, 0.5852, 4.4424], [3.6323, 2.0984, 5.3484], [3.2898, 2.1155, 3.6138], [-1.7070, 3.0399, 2.6756], [-2.3762, 1.3325, 2.0631], [-2.5161, 0.2150, 3.6248], [-4.1592, 1.6965, 1.5269], [-1.4605, 0.6844, 0.9671], [-1.6557, 3.1318, 3.7660], [-2.3351, 3.8574, 2.3063], [-0.7008, 3.2060, 2.2789], [-1.9913, 0.6014, 4.5051], [-2.0889, -0.7630, 3.3836], [-3.5601, 0.0475, 3.9073], [-4.7789, 2.1550, 2.3042], [-4.6433, 0.7680, 1.2140], [-4.1606, 2.3619, 0.6568]],
  "forces_ev_per_angstrom": [[0.47, -0.69, 0.69], [-0.14, -0.13, -0.07], [0.17, 0.31, 0.24], [-0.12, 1.70, -0.59], [-0.19, 0.36, -0.10], [0.32, 0.14, 0.01], [0.03, 0.01, -0.04], [-0.03, -0.03, 0.02], [-0.02, 0.09, 0.06], [0.12, 0.02, -0.05], [0.82, 0.59, 0.11], [-0.15, 0.14, -0.32], [0.00, 0.00, -0.09], [0.09, 0.04, 0.06], [-0.06, 0.04, -0.02], [-0.04, -0.08, -0.09], [-0.05, 0.07, 0.16], [0.02, 0.14, -0.01], [0.08, 0.00, 0.09], [-0.04, -0.01, -0.02], [0.01, 0.00, 0.01], [-0.35, 0.20, -0.24], [0.00, 0.10, 0.00], [0.01, -0.01, 0.04], [0.00, -0.04, -0.01], [0.05, -0.02, -0.01], [-0.04, -0.02, 0.07], [-1.67, -0.26, -0.05], [-0.35, -0.19, -0.03], [-0.04, 0.05, -0.02], [0.02, -0.05, 0.04], [-0.05, -0.07, 0.05], [0.08, 0.03, -0.03], [-0.20, 0.27, 0.05], [0.39, -0.24, -0.27], [-0.37, -0.89, 0.00], [0.45, -0.51, -0.04], [-0.43, -0.21, 0.18], [0.82, -0.76, -0.38], [0.11, -0.02, -0.08], [-0.08, 0.10, 0.06], [0.09, -0.07, 0.00], [0.02, -0.03, 0.00], [-0.02, -0.01, -0.01], [-0.02, 0.07, -0.11], [0.06, 0.00, -0.03], [0.01, 0.02, -0.02], [-0.01, 0.03, 0.00], [0.03, -0.01, -0.04], [0.04, 0.01, -0.01], [0.00, 0.00, 0.01], [-0.02, 0.03, 0.01], [0.01, 0.03, 0.01], [-0.01, 0.00, 0.00], [-0.01, -0.04, 0.04], [0.11, -0.12, 0.04], [-0.12, 0.15, -0.01], [0.22, -0.16, -0.03], [-0.02, 0.31, 0.14], [-0.05, -0.11, 0.00], [-0.08, 0.03, 0.40], [-0.17, -0.17, -0.17], [0.06, 0.17, -0.12], [0.08, -0.04, 0.10], [0.20, -0.08, 0.11], [0.10, 0.02, -0.14], [-0.18, 0.00, 0.06], [-0.04, 0.01, -0.04], [-0.03, -0.01, -0.05], [-0.03, 0.04, -0.01], [0.04, -0.01, -0.04], [0.07, -0.01, 0.10], [0.26, -0.22, 0.24], [-0.05, -0.01, 0.02], [-0.01, -0.04, -0.05], [-0.02, -0.01, -0.03], [0.00, -0.11, 0.04], [-0.07, 0.09, -0.10], [-0.06, -0.07, -0.03], [0.08, 0.03, -0.06], [0.23, -0.01, -0.03], [-0.05, 0.09, -0.15], [-0.05, 0.03, 0.04], [-0.01, 0.00, -0.01], [0.05, 0.01, -0.02], [0.06, -0.02, -0.01], [0.04, -0.02, -0.01], [0.00, -0.08, -0.10], [-0.39, 0.40, 0.80], [-0.12, -0.03, -0.06], [0.15, -0.13, -0.13], [0.17, -0.10, -0.04], [-0.04, -0.04, 0.01], [-0.01, -0.01, 0.01], [0.01, -0.03, 0.03], [-0.15, 0.00, -0.01], [-0.01, 0.00, 0.00], [-0.01, 0.04, 0.00], [0.10, 0.01, 0.09], [-0.05, 0.01, 0.00], [-0.01, -0.01, -0.01]]
}

=====

> Number 1 is which compound?

C38H48Cl2CrF5N2O4SSi3

=====

> What is the formula in the first record?

C38H48Cl2CrF5N2O4SSi3